1.
The following is a quantum chemistry calculation of a molecular structure, C13H10BrFINa in a non-equilibrium geometry, from the Open Molecules 2025 dataset.

Structure (XYZ):
```
27
Properties=species:S:1:pos:R:3:forces:R:3
Na 2.7883 -1.4491 0.1102 0.433 0.722 -0.101
F -2.4944 -0.1777 1.7323 0.873 -1.153 -0.300
C -1.4742 -1.0740 1.3446 0.191 0.786 3.538
C -0.5971 -1.6030 2.3349 -0.652 0.264 0.378
C 0.5258 -2.3603 1.9722 -1.110 0.702 -1.576
C 0.7610 -2.6915 0.5958 -1.721 -0.050 -0.819
C 1.7873 -3.4793 0.0149 0.769 -0.834 0.620
C -0.2577 -2.2168 -0.2789 0.226 -0.164 -0.022
C -1.3121 -1.4114 0.0609 -0.739 -0.471 -1.478
H -0.8723 -1.5257 3.4219 0.425 0.312 -1.248
H 1.1608 -2.7907 2.6873 0.640 -0.464 1.173
H 1.6842 -3.8989 -1.0024 -0.218 0.383 0.714
H 2.2714 -4.1404 0.7333 0.170 -0.124 -0.226
H -0.3134 -2.6370 -1.2538 0.359 -0.174 -0.837
H -2.0935 -1.2178 -0.6759 0.291 0.275 0.150
Br 2.1358 4.3908 -2.4221 -0.309 0.372 -0.279
C 0.7220 3.4364 -1.6023 0.587 0.645 -0.381
C -0.5919 3.8637 -1.6985 -0.005 -0.771 -0.394
C -1.5666 3.0955 -1.0853 0.231 0.766 -0.414
C -1.2372 1.9727 -0.3687 -1.002 -0.224 0.681
C 0.0739 1.5869 -0.2195 0.039 -0.910 0.100
C 1.0421 2.3141 -0.8804 1.053 -0.563 1.050
I 3.0926 1.8092 -0.4575 -0.736 -0.123 -0.165
H -0.9084 4.6527 -2.3574 0.311 0.428 0.074
H -2.5718 3.4462 -1.2073 -0.500 -0.201 0.153
H -2.0315 1.4304 0.1390 0.267 -0.074 -0.102
H 0.2767 0.6750 0.3628 0.127 0.645 -0.288
```
Positions in Å, forces in eV/Å.

## Properties
E = -98918.488 eV


2.
The following is a quantum chemistry calculation of a single C22H28N2O5S molecule in a non-equilibrium geometry, from the Open Molecules 2025 dataset.

Structure (XYZ):
```
58
Properties=species:S:1:pos:R:3:forces:R:3
C -0.7384 -4.4226 -4.9779 -0.037 -0.125 0.057
O -0.3331 -3.2822 -5.7000 0.082 0.163 -0.183
C -0.4296 -2.0703 -5.0931 -0.087 0.305 0.288
C -0.0398 -0.9560 -5.8442 -0.084 -0.183 0.187
C -0.1107 0.2967 -5.2959 -0.097 -0.038 0.214
C -0.5676 0.5295 -3.9830 0.128 0.172 -0.236
O -0.5514 1.8414 -3.6697 0.067 -0.158 -0.278
C -0.9225 2.3534 -2.4057 -0.070 0.443 0.369
C -0.9525 -0.5840 -3.2406 -0.148 0.103 0.690
S -1.5959 -0.6431 -1.5560 0.260 0.361 0.153
O -1.8495 -2.0266 -1.2395 0.186 -0.070 -0.159
O -2.7122 0.2456 -1.3884 0.002 0.050 0.001
N -0.3207 -0.0258 -0.6510 -0.808 -0.408 -0.903
C 0.8691 -0.8519 -0.6599 0.505 -0.469 -0.186
C 0.7823 -2.0417 0.2982 0.145 0.121 0.129
C 0.3888 -1.5955 1.7105 0.003 -0.071 -0.201
C 1.4960 -0.7959 2.3949 -0.404 -0.553 0.100
O 2.4348 -0.2864 1.8189 0.315 0.198 -0.298
N 1.3444 -0.7210 3.7373 -0.047 0.031 0.500
C 2.1932 0.0996 4.5682 0.091 0.107 0.168
C 1.4172 1.2648 5.1986 0.144 -0.136 -0.202
C 0.7171 2.0840 4.1492 -0.031 0.003 0.145
C 1.4501 2.8358 3.2389 -0.044 -0.019 0.016
C 0.8112 3.5685 2.2554 0.049 0.076 -0.061
C -0.5715 3.5642 2.1701 -0.059 0.063 -0.019
C -1.3104 2.8214 3.0737 -0.092 0.041 -0.050
C -0.6679 2.0835 4.0532 0.031 0.019 0.029
C -0.8935 -0.7528 1.6337 0.051 0.094 -0.001
C -0.6918 0.4197 0.6762 -0.526 0.161 0.438
C -0.8775 -1.8583 -3.8023 0.070 -0.605 -0.433
H -0.5939 -5.2634 -5.6545 -0.032 0.024 0.099
H -0.1279 -4.5671 -4.0815 -0.016 0.012 -0.006
H -1.7923 -4.3616 -4.6910 0.020 0.007 0.004
H 0.3119 -1.1042 -6.8524 0.057 0.005 -0.140
H 0.1851 1.1639 -5.8646 0.032 0.097 -0.057
H -1.9198 2.0283 -2.1106 0.147 0.172 -0.116
H -0.2068 2.0567 -1.6364 -0.072 0.127 -0.146
H -0.9045 3.4356 -2.5324 -0.006 -0.057 0.037
H 1.0143 -1.1999 -1.6852 0.199 -0.015 0.057
H 1.7118 -0.2170 -0.3736 -0.117 -0.061 -0.145
H 0.0251 -2.7364 -0.0682 0.120 -0.036 0.068
H 1.7500 -2.5447 0.3235 0.001 -0.025 -0.030
H 0.1959 -2.4866 2.3198 0.027 0.099 -0.011
H 0.5249 -1.1202 4.1665 0.012 -0.049 -0.168
H 2.6428 -0.5152 5.3556 0.053 0.098 -0.095
H 2.9833 0.4738 3.9141 -0.031 -0.063 0.142
H 0.6857 0.8711 5.9084 0.015 0.052 0.056
H 2.1246 1.8872 5.7504 -0.029 -0.024 0.098
H 2.5282 2.8464 3.3012 0.142 -0.014 -0.012
H 1.3938 4.1462 1.5532 0.054 0.052 -0.062
H -1.0703 4.1354 1.4018 -0.047 0.061 -0.075
H -2.3887 2.8133 3.0150 -0.108 -0.001 -0.012
H -1.2529 1.5091 4.7593 -0.034 -0.060 0.074
H -1.1732 -0.3696 2.6169 -0.050 -0.021 -0.005
H -1.7048 -1.3761 1.2523 -0.026 -0.017 0.129
H -1.6139 0.9927 0.5724 0.121 0.105 0.196
H 0.1020 1.0780 1.0419 -0.050 0.026 -0.093
H -1.1980 -2.6700 -3.1715 0.022 -0.167 -0.062
```
Positions in Å, forces in eV/Å.

## Properties
energy relative to the best compared isomer or geometry (same formula, charge and spin) = 72.1 kcal per mole
E = -47320.888 eV


3.
The following is a quantum chemistry calculation of a single C10H19N molecule in a non-equilibrium geometry, from the Open Molecules 2025 dataset.

Structure (XYZ):
```
30
Properties=species:S:1:pos:R:3:forces:R:3
C 1.7613 -1.4022 -0.3194 0.248 -0.207 0.273
C 1.0623 -0.4583 0.6647 1.435 -0.858 0.365
N 0.0837 -1.3121 1.3777 -1.564 0.276 0.080
C -1.2940 -1.0907 0.9484 -1.303 -3.292 0.462
C -1.5849 -1.5863 -0.5123 0.164 0.985 -1.433
C -1.3757 -0.2297 -1.3234 0.530 -0.970 1.443
C -0.9345 0.7351 -0.1744 -0.420 3.619 -3.183
C -1.6665 0.3300 1.0364 -1.604 -1.461 -1.261
C 0.5500 0.9106 0.0377 0.314 -1.568 -0.693
C 1.3400 1.3321 -1.2461 -0.179 0.572 0.960
C 0.7973 2.0618 0.9652 1.148 1.613 -0.375
H 1.8120 -2.4392 0.0982 0.302 0.914 -0.140
H 2.7675 -1.0304 -0.5002 0.088 -0.239 -0.446
H 1.1862 -1.5018 -1.2271 0.037 0.113 -0.522
H 1.8330 -0.2092 1.4213 -0.301 0.121 -0.266
H 0.2528 -2.3167 1.2272 0.360 0.941 0.111
H -2.0100 -1.7274 1.4516 0.355 -0.245 1.415
H -2.5969 -2.0369 -0.7882 1.116 0.654 0.990
H -0.8402 -2.3590 -0.7563 -0.236 0.259 -0.092
H -0.7073 -0.3140 -2.1963 -0.203 0.206 0.492
H -2.3375 0.1227 -1.6373 -0.520 0.123 -0.480
H -1.2613 1.7571 -0.4664 0.026 -0.246 -0.141
H -2.7606 0.3663 0.9604 0.088 0.308 -0.576
H -1.4801 0.8006 1.9404 1.000 0.834 1.654
H 1.2838 0.7713 -2.1562 -0.198 -0.851 -0.224
H 2.3891 1.3898 -0.9279 -0.109 0.145 -0.365
H 0.9945 2.3451 -1.5231 0.244 -0.314 0.217
H 0.3260 1.9155 1.8935 -0.835 0.065 1.243
H 1.8708 2.0770 1.2018 -0.132 0.221 -0.099
H 0.5392 3.0988 0.5303 0.150 -1.721 0.592
```
Positions in Å, forces in eV/Å.

## Properties
energy relative to the best compared isomer or geometry (same formula, charge and spin) = 19.4 kcal per mole
E = -12167.157 eV


4.
The following is a quantum chemistry calculation of a gas-phase ion, C19H40B2BrCl2IN3O8P2S2 (charge +1) in a non-equilibrium geometry, from the Open Molecules 2025 dataset.

Structure (XYZ):
```
80
Properties=species:S:1:pos:R:3:forces:R:3
C 4.4284 -0.7209 2.8868 -2.244 -1.060 -0.775
C 3.3049 -1.3346 2.2719 2.714 0.542 0.956
C 1.8467 -0.7589 2.2911 1.831 -1.559 3.956
N 1.2287 -0.0528 1.1176 0.238 0.090 0.536
C 2.2242 0.9344 0.5805 1.679 3.705 -1.216
C 3.2852 0.8943 -0.5778 2.184 -1.070 -1.123
C 4.8150 0.5011 -0.1722 -0.864 0.516 0.308
I 3.6913 3.0064 -1.2066 -0.425 -0.660 0.339
C 0.1304 0.8762 1.7227 -3.661 -0.811 0.930
N -0.5465 0.2564 2.8862 1.008 -0.086 0.080
S 0.7220 2.3880 2.6410 3.237 6.200 7.357
C 1.1707 3.9231 1.6949 0.097 0.581 -2.291
O -0.2381 2.8736 3.7353 -0.147 -1.775 -4.234
O 1.9581 2.2501 3.5285 -1.148 -2.120 -3.217
C -1.0527 1.2247 0.6437 -1.818 -0.526 -0.051
C -2.3828 0.2990 0.7248 -1.272 -0.193 0.600
O -3.4431 1.0188 -0.0087 0.986 -0.919 1.301
C -4.7348 0.4803 0.4263 -1.703 0.988 -1.277
C -5.6981 0.4052 -0.8698 -0.397 -0.602 -0.004
C -6.0873 -1.1189 -1.2349 0.709 -0.119 0.569
B -1.8707 2.6131 1.0426 -1.777 2.292 2.021
O -2.7473 2.6226 2.2131 2.041 -0.641 -1.611
O -1.7379 3.9194 0.4959 -0.318 -2.184 -0.589
N -0.6689 1.0746 -0.7625 0.749 -0.748 0.408
P -0.9272 2.2291 -1.9775 -0.578 1.565 -1.514
S 0.2022 3.7852 -2.1474 0.344 -0.159 0.295
C -0.0631 -0.2268 -1.1535 1.649 0.845 -0.614
C -0.8522 -1.1014 -2.2178 -1.045 -0.777 -2.221
Cl -2.6231 -0.6116 -2.5367 1.006 -0.325 1.812
C -0.1682 -1.0526 -3.7349 -0.339 -1.094 -0.478
C 0.2346 -2.5122 -4.2785 1.062 1.043 -0.542
Cl -1.3686 -0.4666 -5.0446 1.352 0.108 0.546
C 0.6261 -1.0265 0.1094 -0.096 -0.734 -0.838
B 1.7009 -2.0102 -0.6681 1.635 -2.865 -2.037
O 3.0995 -1.9594 -0.8075 -1.181 0.905 1.295
O 1.2143 -3.1459 -1.4553 0.242 2.477 2.200
C 2.1914 -4.1590 -1.6925 0.594 -2.392 -1.376
P -0.4230 -2.5392 0.6985 -2.271 -0.914 0.917
O -1.3862 -2.3088 2.0645 1.928 -0.333 -0.958
Br 1.0038 -4.1630 1.5813 -0.282 1.089 -0.172
H 4.4385 0.3604 3.2367 -0.280 -1.522 -0.366
H 5.3754 -1.3222 3.1203 -1.552 0.935 -0.761
H 3.4767 -2.4059 1.9479 -0.543 1.322 0.454
H 1.1997 -1.5870 2.7578 0.660 1.198 -1.563
H 1.9623 -0.1024 3.2349 -0.535 -0.007 -2.106
H 2.9112 1.2569 1.4476 -1.699 -0.251 -0.955
H 1.6049 1.8101 0.1538 0.594 -1.305 1.247
H 3.0172 0.4254 -1.5743 0.057 0.453 1.489
H 5.0587 1.1937 0.7149 -0.058 -1.110 -1.351
H 5.4889 0.7673 -1.0552 -0.918 -0.565 1.371
H 4.9321 -0.5701 0.1635 -0.122 1.300 -0.588
H -0.0097 0.3605 3.7700 -0.065 -0.109 -0.875
H -1.4258 0.7180 3.1450 0.193 0.069 -0.817
H 0.6805 4.8674 2.0977 0.268 -1.740 -0.056
H 2.3034 4.1089 1.6523 -1.672 -0.909 0.453
H 0.8327 3.7973 0.6151 0.276 0.328 1.161
H -2.3389 -0.6963 0.2022 0.589 0.784 0.581
H -2.8188 0.1518 1.7535 1.017 0.064 -0.932
H -5.2093 1.2416 1.1268 0.867 -1.151 -0.438
H -4.6611 -0.5552 0.8850 0.166 1.349 -0.436
H -6.6878 0.9527 -0.6669 1.641 -0.587 -0.259
H -5.1859 0.9063 -1.7602 -0.626 -0.617 1.351
H -7.0969 -1.3947 -0.7726 1.394 0.360 -0.885
H -6.0520 -1.3349 -2.3526 -0.332 0.388 1.496
H -5.3056 -1.8132 -0.7504 -1.146 0.914 -0.798
H -2.5680 3.4571 2.6953 -0.270 -0.572 -0.391
H -2.6100 4.1679 0.1235 0.594 0.237 0.487
H -0.8606 1.5604 -3.2627 -0.261 -0.296 1.323
H -2.2965 2.7017 -1.9071 0.742 -1.039 0.226
H 0.8877 0.1025 -1.7347 -1.390 -0.582 0.701
H -0.9948 -2.2032 -2.0018 0.645 1.501 0.188
H 0.7166 -0.3439 -3.7906 -1.143 -0.830 0.141
H 1.3145 -2.6970 -3.9511 -1.643 -0.178 -0.231
H 0.2802 -2.4352 -5.4243 -0.171 -0.214 1.800
H -0.4870 -3.3347 -3.9867 0.926 1.100 -0.165
H 3.6522 -2.4415 -0.1735 -0.227 0.274 -0.241
H 2.7543 -4.5345 -0.7609 -0.822 0.973 -1.318
H 1.6320 -5.0906 -2.0765 0.605 1.534 0.633
H 2.9162 -3.8933 -2.5459 -0.967 -0.110 1.548
H -0.8853 -2.4583 2.8943 -0.509 0.331 -0.408
```
Positions in Å, forces in eV/Å.

## Properties
net charge = +1
E = -185979.466 eV


5.
The following is a quantum chemistry calculation of 4 unconnected molecules or ions with the total composition C9H26BrO7PS3 in a non-equilibrium geometry, from the Open Molecules 2025 dataset.

Structure (XYZ):
```
47
Properties=species:S:1:pos:R:3:forces:R:3
O 5.5259 -0.7003 -0.8776 -8.810 1.773 -3.205
C 4.2670 -0.4482 -1.3296 6.956 -0.163 2.475
Br 3.1693 -2.0096 -1.9880 0.819 1.718 0.593
C 3.6287 1.0862 -1.3555 1.423 -0.266 0.132
P 2.2201 1.1924 -0.0174 0.845 -0.789 -0.623
O 3.4950 0.8795 1.1758 -1.667 -1.004 0.668
C 0.8785 1.5190 -1.3469 -2.088 1.198 0.206
O 0.3333 0.2633 -1.9597 4.459 1.972 -0.761
O -0.8849 0.0388 -1.4911 -4.001 -2.020 2.472
H 3.2713 1.4240 -2.4200 0.701 -1.033 2.097
H 4.4886 1.8124 -0.9575 -1.739 -1.843 -0.986
H 1.8667 2.4109 0.6783 0.275 -0.546 -0.606
H 1.6191 -0.0744 0.3970 0.006 0.969 -0.514
H 3.0706 0.2320 1.8125 1.048 1.146 -0.920
H -0.0421 2.0307 -0.7855 1.925 -1.013 -1.263
H 1.2372 2.2807 -2.1828 -0.772 -1.730 1.511
H -0.8563 -0.7377 -0.8284 0.478 1.636 -1.282
C -2.0197 4.6691 2.4710 -0.107 -0.027 -0.074
S -0.2614 4.2853 2.2835 0.019 -0.068 -0.297
O 0.0208 4.1715 0.8148 -0.219 -0.076 0.598
C -0.3615 2.6059 2.9498 -0.081 0.034 -0.070
H -2.1992 5.6723 2.0787 0.141 -0.121 0.029
H -2.6219 3.9491 1.9120 0.130 0.010 -0.008
H -2.2891 4.6425 3.5295 0.103 0.006 -0.055
H -1.0644 2.0118 2.3615 0.120 0.095 -0.083
H -0.6838 2.6455 3.9927 0.061 0.088 -0.051
H 0.6308 2.1515 2.8956 -0.104 0.129 -0.028
C -1.3479 -4.5016 -4.6640 -0.110 0.032 0.083
S 0.4179 -4.1086 -4.6263 0.082 0.178 0.404
O 0.7977 -3.8780 -3.1937 -0.274 -0.062 -0.631
C 0.2686 -2.4878 -5.4170 -0.030 0.114 0.051
H -1.4978 -5.4697 -4.1813 0.146 0.112 -0.050
H -1.9133 -3.7375 -4.1254 0.132 -0.008 -0.016
H -1.6878 -4.5593 -5.7007 0.100 0.005 0.055
H -0.3949 -1.8465 -4.8324 0.069 -0.093 0.053
H -0.1228 -2.6100 -6.4293 0.043 -0.079 0.064
H 1.2610 -2.0330 -5.4660 -0.099 -0.168 0.081
C -3.3152 -0.4820 3.5178 -0.067 -0.032 -0.073
S -1.5063 -0.5197 3.5467 -0.009 -0.284 -0.301
O -1.0331 -0.5299 2.1234 -0.243 -0.067 0.507
C -1.3617 -2.2086 4.1800 0.038 -0.081 -0.052
H -3.6353 0.4814 3.1154 0.145 -0.083 0.035
H -3.6964 -1.2843 2.8817 0.126 0.051 0.021
H -3.6997 -0.5938 4.5343 0.103 0.022 -0.052
H -1.8616 -2.9055 3.5035 0.028 0.134 -0.015
H -1.8086 -2.2650 5.1751 0.034 0.085 -0.067
H -0.3015 -2.4650 4.2453 -0.132 0.151 -0.049
```
Positions in Å, forces in eV/Å.

## Properties
E = -135915.025 eV


We obtain LUMO energy values of -0.5064; 0.6536; 0.9424; -3.4066; 0.2080 eV for the records listed above, in that order.